# 1
The following is a DFT calculation (ωB97M-V/def2-TZVPD) of a molecular structure, C3H5O3Rh in a non-equilibrium geometry.

Total charge: +3
Electronic energy, eV: -12291.847
Expectation value of S²: 8.762
Multiplicity: 6

Each line ends with the Mulliken charge.
Geometry (Å):
C  0.4734  0.7257  -0.2401  0.51
H  0.6656  1.4132  -1.0903  0.54
Rh  1.0664  -1.9825  0.9162  1.00
C  -0.0304  1.4089  1.0427  -0.60
C  -0.4031  -1.4507  -0.5789  0.48
H  -0.7709  -2.9930  -1.5846  0.50
O  -0.4684  -0.1849  -0.8283  -0.16
H  -0.6807  0.8670  1.7410  0.43
O  -1.1141  -2.1021  -1.4241  -0.20
H  -0.7764  2.1533  0.7410  0.46
H  0.8502  2.1254  0.3182  0.50
O  1.1884  0.0196  0.9872  -0.44

***

# 2
The following is a DFT calculation (ωB97M-V/def2-TZVPD) of 2 unconnected molecules or ions with the total composition CH4INO in a non-equilibrium geometry.

Total charge: 0
Electronic energy, eV: -12734.906
Multiplicity: 1

Each line ends with the Mulliken charge.
Geometry (Å):
N  1.0849  1.0050  -0.7009  -0.23
H  1.9751  1.4424  -0.1240  0.26
O  -0.0736  1.2832  -0.2379  -0.30
C  -0.9698  -1.1934  0.7923  -0.72
I  0.7116  -1.7910  -0.0917  0.13
H  1.2093  1.0529  -1.7301  0.25
H  -0.9331  -0.8278  1.8750  0.28
H  -1.9841  -1.5576  0.5409  0.33

***

# 3
The following is a DFT calculation (ωB97M-V/def2-TZVPD) of a molecular structure, C12H21N5O3Pd in a non-equilibrium geometry.

Total charge: 0
Electronic energy, eV: -29853.722
Multiplicity: 1

Each line ends with the Mulliken charge.
Geometry (Å):
O  2.4741  -1.1153  -0.8456  -0.47
C  -0.7647  0.8255  1.6261  0.35
H  3.1560  2.4783  -0.0138  0.38
H  1.5576  4.1730  -1.4602  0.29
C  0.1524  -0.7880  2.8442  0.53
N  0.0258  1.6641  -2.0305  0.51
H  -0.7802  2.7055  0.6613  0.20
C  1.2583  2.0915  -1.8967  0.34
N  1.7786  -0.1266  -1.5978  -0.32
H  0.9669  3.8192  -3.0882  0.40
H  2.6675  3.5057  -2.6669  0.37
H  1.6447  -1.9580  3.8365  0.33
N  0.5142  -0.8838  1.5462  -0.16
C  0.5749  -1.7618  3.8844  -1.28
O  -0.9487  2.1308  -2.6801  -0.68
C  2.1358  1.1328  -1.3261  0.95
H  0.2916  -3.0287  -1.1344  0.28
H  0.0513  -2.7092  3.7508  0.26
H  -4.3207  -2.5920  -0.0190  0.18
H  -1.1666  0.6772  3.8123  0.44
H  0.3328  -1.3751  4.8705  0.35
H  1.1655  -1.5210  1.1066  0.15
H  3.4461  0.7582  0.3068  0.41
H  -1.5408  -2.4383  0.3744  0.21
C  -1.4962  2.0017  1.0855  -1.19
H  -4.8186  -1.1748  -0.8715  0.26
C  -2.8380  -1.5994  -1.0662  0.70
C  3.3130  1.5046  -0.4747  -1.53
H  -2.1860  -3.6236  -0.7671  0.45
C  -1.7778  -2.6054  -0.6829  -0.61
N  -0.0305  0.0891  0.8080  0.70
N  -4.0990  -1.8424  -0.6463  -0.38
Pd  -0.3308  -0.2757  -1.6935  0.10
C  -0.5197  -2.4140  -1.5404  -1.09
O  -2.5950  -0.5967  -1.7245  -0.63
H  -2.1554  1.6795  0.2763  0.22
C  -0.6836  0.3078  2.9305  -1.06
C  1.6438  3.4856  -2.3020  -1.57
H  -2.0729  2.4964  1.8617  0.37
H  -0.7164  -2.7446  -2.5726  0.49
H  4.2323  1.5457  -1.0621  0.37
H  2.4603  -1.8967  -1.4179  0.38

***

# 4
The following is a DFT calculation (ωB97M-V/def2-TZVPD) of 4 unconnected molecules or ions with the total composition C17H37N2O10.

Total charge: +1
Electronic energy, eV: -41677.209
Multiplicity: 1

Each line ends with the Mulliken charge.
Geometry (Å):
H  0.8298  1.8717  -2.5756  0.23
H  -3.5049  -0.3540  3.4797  0.30
C  0.7705  -0.8212  0.3092  -0.80
H  6.5082  -1.0968  0.3687  0.36
C  -1.8316  3.7459  1.3986  -0.65
H  5.9628  -3.7846  1.6947  0.29
H  1.3469  7.4940  -3.5728  0.30
H  -4.5569  -0.2718  2.0389  0.26
C  -2.7548  1.6771  1.9283  0.58
C  1.3979  5.0196  -2.7104  0.79
H  6.9947  -2.6073  2.4985  0.34
H  -3.2739  -1.4789  2.1145  0.09
H  3.6747  -0.2206  0.3252  0.43
C  6.5952  -2.9099  1.5281  -1.32
H  -3.8716  -4.1727  -1.5779  0.22
C  1.1952  -3.2385  0.4040  -1.35
C  3.5996  -0.6005  1.3521  -0.68
N  -0.8001  -3.3458  1.8005  -0.85
H  -5.4467  -4.9968  -1.7114  0.23
H  0.9206  -0.0198  -0.4108  0.22
H  1.3472  -3.8551  -0.4803  0.23
C  1.8889  -1.8794  0.2831  0.95
H  -5.5025  0.6748  -0.8420  0.26
C  2.2909  7.1100  -3.1925  -0.62
C  -3.5505  -0.4677  2.3984  -0.57
N  -0.2944  -2.9811  0.5075  0.51
O  2.3478  5.6829  -3.3510  -0.33
H  -2.7616  4.1214  0.9782  0.33
O  -5.5495  -3.0008  -1.9324  -0.33
H  1.5224  -3.8020  1.2747  0.48
H  -4.3262  0.6377  -2.1769  0.26
C  -0.5354  -1.5516  0.0571  0.57
H  -1.7539  4.0511  2.4394  0.31
H  3.1235  7.4947  -3.7712  0.22
O  -4.1589  -1.6246  -0.8005  -0.47
H  7.4399  -3.2226  0.9136  0.37
H  -0.7458  -3.6076  -0.1556  0.38
H  -1.3702  -1.1381  0.6176  -0.47
C  5.8141  -1.7685  0.8791  -0.11
C  4.9712  -0.9637  1.8810  -0.91
H  3.1212  0.1700  1.9640  0.37
O  -3.6471  2.1687  2.5586  -0.55
O  -5.7537  -0.8764  -2.2056  -0.32
H  5.1564  -2.1710  0.1014  0.14
H  -0.0848  -3.1211  2.4852  0.32
O  0.5268  5.4952  -2.0275  -0.54
C  -5.0703  -1.8166  -1.5767  0.78
H  -6.0229  1.0969  -2.4975  0.24
C  0.5684  2.8966  -2.3258  -0.52
H  0.7530  -0.3626  1.3000  0.30
H  0.5763  3.0400  -1.2455  0.17
H  2.4279  -1.8458  -0.6712  0.40
O  2.7800  -1.7820  1.3576  -0.46
O  1.5620  3.7112  -2.9434  -0.34
H  4.8387  -1.5300  2.8079  0.37
H  2.3944  7.3774  -2.1430  0.30
H  -1.6258  -2.7876  1.9792  0.31
O  -1.7780  2.3092  1.2917  -0.20
H  5.4779  -0.0357  2.1591  0.43
H  -0.8344  -1.5962  -0.9903  0.27
H  -5.0383  -4.0836  -0.2333  0.28
H  -0.4222  3.1357  -2.7098  0.33
O  -2.5775  0.3545  1.7488  -0.16
C  -5.3663  0.4717  -1.9027  -0.57
C  -4.9285  -4.1300  -1.3156  -0.58
H  -0.9862  4.1124  0.8252  0.15

***

# 5
The following is a DFT calculation (ωB97M-V/def2-TZVPD) of a molecular structure, C23H26BiF3N2O11S2Si.

Total charge: 0
Electronic energy, eV: -93316.903
Multiplicity: 1

Each line ends with the Mulliken charge.
Geometry (Å):
C  0.7536  2.6468  -4.0155  0.89
Si  -4.0480  -3.8089  0.0242  -0.07
H  -1.8926  3.1892  2.2182  0.36
C  -0.5551  2.4505  -3.5915  -0.69
C  -1.5107  2.9764  1.2211  -0.36
H  -5.8361  -2.1830  -0.4902  0.31
C  -4.2839  -4.7688  -1.5584  -0.96
H  -2.2636  3.2853  0.4940  0.21
C  1.3813  1.7264  -5.0249  -1.46
O  2.5635  -4.7192  0.6699  -0.45
C  -1.6195  -1.9734  -0.2942  -0.72
H  5.7437  0.2270  1.7667  0.49
C  4.0333  -0.3280  0.5889  0.23
S  -1.1354  5.4353  -0.9842  1.27
O  2.3640  -1.5163  3.2925  -0.54
C  5.0967  -0.5795  1.4490  -0.30
H  -4.5356  -5.5540  1.7071  0.31
S  1.2366  -0.7575  2.8369  1.08
H  -5.3846  -2.0958  1.2142  0.31
H  0.6246  1.2340  -5.6355  0.38
O  3.5471  1.2076  -1.1469  -0.54
H  -1.1427  1.6465  -4.0211  0.41
C  -0.0359  -0.9602  4.2076  0.49
O  -2.5309  5.0883  -0.8968  -0.69
C  5.3091  -1.8782  1.8723  -0.59
H  2.5063  3.8643  -3.7985  0.38
N  -0.3360  5.1001  0.4244  -0.40
O  -1.8058  0.7089  1.9323  -0.58
O  0.5931  -1.4173  1.6504  -0.71
H  -0.6800  5.7533  1.1217  0.32
C  2.3234  -3.4887  0.2289  0.24
H  1.9682  0.9598  -4.5190  0.26
H  1.8183  -5.2799  0.4038  0.39
H  0.4028  3.8006  1.8226  0.46
C  -2.5947  -2.6862  -0.1790  0.22
H  -3.3641  -5.2661  -1.8701  0.29
H  2.0577  2.2705  -5.6840  0.39
C  -3.6611  -4.9561  1.4426  -0.93
H  6.1351  -2.1123  2.5295  0.46
Bi  0.1872  -0.7828  -0.4382  2.39
C  3.3781  -2.5075  0.6430  0.54
C  -1.1314  3.2840  -2.6432  -0.23
O  1.4219  0.6525  2.6081  -0.61
C  -0.2037  3.7235  0.9205  -0.62
H  0.3742  3.1594  0.1908  0.14
C  0.9258  4.5498  -2.5343  -0.43
H  1.4812  5.3818  -2.1220  0.43
C  4.4308  -2.8694  1.4670  -0.53
C  -1.3564  1.4756  1.1175  0.54
H  -6.4025  -3.4219  0.6368  0.32
O  1.3492  -3.2213  -0.4381  -0.61
H  3.7332  1.7919  1.7616  0.40
N  3.1972  -1.2736  0.1821  -0.19
O  -0.7862  6.7876  -1.3088  -0.73
C  1.4850  3.7066  -3.4753  -0.57
H  -2.8475  -5.6366  1.1850  0.30
C  -5.5578  -2.7784  0.3809  -0.95
H  -3.3581  -4.3875  2.3236  0.29
H  -2.1539  3.1492  -2.3192  0.51
H  4.5416  -3.8925  1.7925  0.52
H  -5.0521  -5.5336  -1.4212  0.32
C  3.7952  1.0489  0.0127  0.39
F  0.5456  -1.6062  5.2169  -0.21
F  -0.4263  0.2318  4.6405  -0.22
C  -0.3845  4.3275  -2.1246  -0.23
O  -0.6838  1.1006  0.0386  -0.70
F  -1.0745  -1.6684  3.8095  -0.19
H  -4.6038  -4.1121  -2.3692  0.30
O  3.9340  2.0801  0.8573  -0.50